## one
16
Properties=species:S:1:pos:R:3 method="wB97M-V/def2-TZVPD" e_lumo_ha=0.008 spin_multiplicity=1 e_homo_ev=-9.24 homo_lumo_gap_ha=0.347 smiles="O=c1cc[nH]c(=O)[nH]1.C#C"
O -2.74 0.24 0.44
C -1.59 0.18 -0.04
C -1.05 -1.04 -0.79
C 0.23 -0.96 -1.30
N 1.10 0.02 -0.99
C 0.78 1.08 -0.21
O 1.56 1.90 0.20
N -0.62 1.17 0.18
H -1.75 -1.92 -0.95
H 0.73 -1.78 -1.91
H 2.10 0.04 -1.39
H -0.88 1.89 0.78
C 1.42 -1.51 0.80
C 0.82 -1.22 1.79
H 1.98 -1.77 -0.07
H 0.25 -1.01 2.66

=====

## two
16
Properties=species:S:1:pos:R:3 method="wB97M-V/def2-TZVPD" e_lumo_ha=0.016 spin_multiplicity=1 e_homo_ev=-8.75 homo_lumo_gap_ha=0.338
C -2.70 0.05 0.08
C -2.03 1.31 -0.03
C -1.75 -0.91 0.05
C -0.70 1.06 -0.12
C 0.63 -1.08 -0.04
C 2.28 0.80 0.01
N -0.51 -0.31 -0.06
N 1.89 -0.48 -0.02
O 0.58 -2.29 -0.02
O 3.55 0.98 0.06
H -3.76 -0.10 0.19
H -2.50 2.27 -0.05
H -1.82 -1.98 0.09
H 0.13 1.72 -0.22
H 2.62 -1.22 0.00
H 4.11 0.17 0.07

=====

Least stable: one

=====

## one
16
Properties=species:S:1:pos:R:3 method="wB97M-V/def2-TZVPD" e_lumo_ha=-0.052 spin_multiplicity=1 e_homo_ev=-8.36 homo_lumo_gap_ha=0.256
C -1.63 1.68 2.39
C -0.58 1.14 1.75
C 0.63 0.61 1.44
C -0.98 0.75 -0.70
C 1.54 0.37 2.66
C -1.36 0.30 -2.98
N -2.49 2.19 2.95
N 1.10 0.15 0.33
O 0.27 0.31 -0.75
O -1.68 0.90 -1.74
H 2.19 -0.43 2.41
H 2.13 1.23 2.84
H 1.00 0.21 3.63
H -0.46 -0.24 -2.77
H -1.17 1.11 -3.64
H -2.19 -0.28 -3.28

=====

## two
16
Properties=species:S:1:pos:R:3 method="wB97M-V/def2-TZVPD" e_lumo_ha=0.019 spin_multiplicity=1 e_homo_ev=-7.13 homo_lumo_gap_ha=0.281
C 2.51 -1.15 0.22
C 2.82 -0.18 0.81
C 0.54 0.07 -0.55
C -0.21 1.39 -0.38
C -1.43 1.45 0.09
C -1.69 -0.91 -0.07
H 2.40 -1.97 -0.42
H 2.73 0.87 1.10
H -0.02 -1.95 -0.46
H 0.38 2.32 -0.39
H -1.81 2.47 0.44
H -3.06 0.33 0.67
N -0.37 -1.02 -0.51
N -2.22 0.34 0.17
O 1.73 -0.06 -0.79
O -2.30 -2.01 0.09

=====

Least stable: one

=====

## one
16
Properties=species:S:1:pos:R:3 method="wB97M-V/def2-TZVPD" e_lumo_ha=-0.005 spin_multiplicity=1 e_homo_ev=-8.63 homo_lumo_gap_ha=0.312 smiles="C=C=[N+]([O-])O[C@@H]1C=CC=N1"
C 0.97 -1.45 2.04
C -0.17 -0.89 1.85
N -0.95 -0.13 1.31
O -2.19 -0.08 1.23
O -0.61 1.14 1.17
C -0.08 1.27 -0.29
C -0.98 0.82 -1.28
C -0.24 0.11 -2.14
C 1.07 0.02 -1.48
N 1.09 0.44 -0.26
H 1.49 -1.48 3.05
H 1.36 -1.97 1.22
H 0.08 2.34 -0.37
H -2.12 0.98 -1.17
H -0.67 -0.51 -2.94
H 1.96 -0.59 -1.95

=====

## two
16
Properties=species:S:1:pos:R:3 method="wB97M-V/def2-TZVPD" e_lumo_ha=-0.008 spin_multiplicity=1 e_homo_ev=-8.76 homo_lumo_gap_ha=0.314
O 3.60 -0.18 -0.20
C 2.44 -0.08 -0.11
O 1.72 -1.24 0.02
C 1.75 1.15 -0.08
C 0.43 1.46 0.11
C -0.81 0.52 -0.05
N -1.98 1.07 -0.21
C -2.87 0.02 -0.13
C -2.15 -1.19 -0.02
N -0.85 -0.80 0.13
H 2.58 -1.80 -0.04
H 2.44 1.96 0.33
H 0.10 2.47 0.43
H -3.89 0.20 -0.29
H -2.47 -2.28 -0.07
H -0.03 -1.29 0.17

=====

Least stable: one

=====

## one
21
Properties=species:S:1:pos:R:3 method="wB97M-V/def2-TZVPD" e_lumo_ha=0.038 spin_multiplicity=1 e_homo_ev=-8.34 homo_lumo_gap_ha=0.344 smiles=CNCN(C)N(C)O
C -2.27 0.38 -0.93
N -1.66 -0.93 -0.75
C -0.20 -0.85 -0.74
N 0.27 -0.21 0.52
C 0.21 -1.25 1.57
N 1.65 0.24 0.35
C 1.68 1.49 -0.43
O 2.21 0.68 1.63
H -1.92 0.86 -1.85
H -2.06 1.05 -0.08
H -3.35 0.27 -1.00
H -1.93 -1.52 -1.54
H 0.12 -0.30 -1.64
H 0.22 -1.85 -0.85
H -0.83 -1.59 1.72
H 0.52 -0.86 2.55
H 0.83 -2.12 1.34
H 1.01 2.25 -0.01
H 2.69 1.90 -0.45
H 1.40 1.33 -1.48
H 1.40 1.01 2.06

=====

## two
21
Properties=species:S:1:pos:R:3 method="wB97M-V/def2-TZVPD" e_lumo_ha=0.031 spin_multiplicity=1 e_homo_ev=-9.30 homo_lumo_gap_ha=0.373 smiles="NC(N)=O.CCNC"
N -1.99 0.63 -0.93
C -2.71 0.85 0.25
N -2.04 1.66 1.16
O -3.79 0.37 0.48
H -1.00 0.40 -0.81
H -2.49 0.04 -1.58
H -2.68 2.01 1.91
H -1.37 2.41 0.81
C 2.69 0.18 -1.23
C 2.00 -0.36 0.04
N 0.62 -0.83 -0.27
C -0.07 -1.37 0.88
H 3.73 0.44 -1.06
H 2.05 1.05 -1.60
H 2.70 -0.59 -2.01
H 1.87 0.40 0.81
H 2.55 -1.17 0.50
H 0.69 -1.57 -1.03
H -1.07 -1.69 0.67
H 0.45 -2.28 1.29
H -0.13 -0.56 1.71

=====

Least stable: one